1.
{
  "formula": "C2HBrFOS2",
  "method": "wB97M-V/def2-TZVPD",
  "total_charge": -1,
  "fmax_ev_per_a": 3.4,
  "relative_energy_kcal_mol": 27.3,
  "elements": ["C", "O", "C", "H", "S", "F", "S", "Br"],
  "positions_angstrom": [[-0.345, -1.775, 1.159], [-0.960, -0.469, 3.164], [-0.795, -1.183, 2.237], [-0.370, 0.168, -1.052], [0.571, -0.486, 0.037], [1.298, -3.746, 1.664], [-0.400, -3.414, 0.791], [-2.391, -3.287, -0.485]],
  "atomic_forces_ev_per_a": [[0.365, 1.686, -1.752], [-0.383, -1.756, -1.362], [0.830, 2.411, 1.480], [1.415, -1.759, 2.543], [-2.036, 0.341, -0.884], [-0.548, 0.305, -0.112], [1.434, -1.455, 0.659], [-1.077, 0.226, -0.571]]
}

---

2.
{
  "formula": "C42H56BF4N4O4PTeTi",
  "method": "wB97M-V/def2-TZVPD",
  "spin_multiplicity": 2,
  "total_charge": 1,
  "fmax_ev_per_a": 1.6,
  "relative_energy_kcal_mol": 42.6,
  "elements": ["C", "H", "B", "C", "H", "C", "H", "C", "H", "H", "H", "N", "C", "H", "H", "H", "H", "C", "C", "C", "H", "C", "H", "H", "C", "H", "C", "Te", "H", "H", "H", "Ti", "C", "C", "H", "F", "C", "H", "N", "H", "H", "C", "C", "C", "H", "H", "F", "H", "H", "C", "H", "C", "H", "C", "C", "H", "C", "H", "C", "C", "H", "H", "H", "H", "C", "C", "H", "H", "H", "H", "C", "C", "H", "C", "C", "N", "C", "H", "C", "H", "F", "O", "P", "H", "H", "H", "C", "H", "C", "F", "O", "O", "C", "H", "C", "C", "C", "H", "H", "H", "H", "C", "H", "H", "C", "N", "C", "O", "H", "H", "H", "C", "H", "H"],
  "positions_angstrom": [[-0.355, -2.475, -4.649], [-0.896, -2.818, 4.299], [-3.948, -2.287, 0.235], [4.843, 2.535, 0.400], [-3.101, -1.352, -2.889], [-2.209, 2.437, 5.478], [-3.088, -2.602, -4.146], [-0.394, -1.847, 4.274], [6.353, 0.477, 1.276], [0.161, -4.237, 2.559], [-0.921, 3.072, 1.888], [0.791, 2.090, 1.384], [-4.631, 1.719, -0.607], [-0.193, 5.283, 1.031], [1.537, 3.381, -2.255], [-3.541, -1.153, 3.413], [1.440, 0.288, -5.228], [2.604, 3.434, 0.539], [-0.354, -1.352, 2.865], [-1.727, -0.439, -5.127], [1.561, -3.923, 1.527], [1.280, 1.917, -3.812], [1.396, 0.612, 3.311], [-0.110, -5.785, -1.608], [5.297, 0.354, 1.482], [1.866, -0.255, -1.038], [4.392, 1.341, 1.054], [-2.698, 2.248, 0.076], [-0.876, -3.030, -5.430], [2.970, 0.809, -4.518], [2.159, 3.172, -5.321], [-0.820, -0.064, 0.420], [-2.484, -2.094, -3.394], [0.027, -3.946, -0.542], [4.323, 4.472, -0.280], [-4.778, -1.255, 0.206], [-3.672, -0.114, 3.107], [-1.970, -4.631, -0.251], [2.579, 0.070, 2.005], [-4.036, 4.167, 1.353], [-2.147, -2.827, -2.661], [0.299, -2.221, 1.831], [3.028, 1.156, 1.345], [-2.678, 0.776, 3.789], [-4.167, 1.707, 4.996], [-4.511, 1.071, -1.468], [-3.554, -2.774, 1.415], [-4.382, 2.631, 2.175], [0.614, -1.992, 4.666], [2.483, -1.098, -1.330], [-0.922, -1.157, 4.924], [1.111, 1.233, 4.154], [2.904, -0.904, -2.315], [1.744, 4.546, 0.478], [0.061, 3.183, 1.444], [-0.137, 2.882, 5.792], [1.167, 2.928, -4.940], [3.062, -1.674, 2.955], [0.483, 4.441, 0.992], [-0.857, 2.307, 5.221], [5.894, 2.629, 0.158], [2.845, -3.053, -3.030], [-0.871, -0.010, -5.647], [1.713, -5.247, -3.191], [3.984, 3.544, 0.163], [1.711, -2.386, -1.357], [1.609, 2.197, 4.038], [3.054, 2.787, -2.961], [-3.567, -0.079, 2.024], [0.688, 3.841, -4.586], [2.052, 2.498, -2.638], [1.427, -4.538, -2.426], [1.492, 0.782, 5.075], [3.457, -0.818, 2.417], [-1.095, -4.400, 0.352], [-0.859, -0.230, 2.483], [-3.598, 3.253, 1.749], [-4.689, 0.180, 3.361], [2.094, 2.227, 1.040], [-2.338, -0.969, -5.857], [-3.863, -3.069, -0.831], [-2.205, 0.976, -2.291], [-0.772, 0.654, -2.440], [-0.810, -5.318, 0.870], [1.508, -3.316, 3.196], [1.837, -0.170, -3.569], [0.411, -4.837, -1.541], [-2.325, 0.367, -4.704], [-3.108, 1.651, 4.778], [-2.219, -1.163, -0.069], [0.001, 0.672, -1.061], [-0.102, 1.701, -3.395], [4.836, -0.725, 2.186], [-0.034, -3.173, -3.877], [1.916, 0.627, -4.308], [-1.291, -1.436, -4.062], [0.703, -2.720, -0.438], [-5.136, 2.639, -0.888], [-2.886, 3.506, 2.531], [2.109, 5.480, 0.067], [0.527, -2.005, -5.085], [-1.307, 0.694, 3.512], [3.318, -1.170, -0.635], [2.144, 1.774, -1.828], [2.056, -3.311, -2.334], [0.320, -1.795, 0.615], [-0.377, 1.415, 4.265], [-0.494, -0.791, -2.992], [0.569, 2.519, -5.755], [-5.173, 1.212, 0.186], [-2.558, 3.127, 6.234], [0.922, -3.500, 2.296], [5.506, -1.487, 2.559], [-1.401, -3.668, 1.091]],
  "atomic_forces_ev_per_a": [[-0.037, -0.016, 0.034], [0.044, -0.018, -0.009], [-0.056, -0.040, -0.068], [-0.008, 0.009, 0.013], [0.008, 0.000, -0.015], [0.056, 0.006, -0.019], [-0.005, -0.025, 0.005], [0.045, -0.035, 0.009], [-0.001, -0.005, -0.009], [0.062, 0.053, 0.034], [0.035, 0.004, -0.057], [0.024, -0.164, 0.114], [0.025, -0.084, -0.049], [-0.001, -0.002, 0.016], [0.002, -0.001, 0.001], [-0.006, -0.064, -0.034], [-0.024, 0.002, -0.009], [0.030, 0.070, 0.021], [-0.041, 0.266, 0.248], [0.026, 0.049, 0.082], [-0.002, 0.002, 0.008], [0.083, 0.016, -0.011], [-0.234, 0.190, 0.372], [-0.002, 0.003, -0.017], [0.016, 0.019, -0.008], [0.131, -0.057, -0.002], [0.006, -0.010, -0.015], [-0.364, 0.383, -0.101], [0.003, -0.001, -0.017], [0.015, 0.004, -0.015], [0.000, 0.009, -0.009], [-0.862, 1.254, -0.385], [0.029, 0.056, 0.034], [-0.037, -0.037, 0.035], [0.003, -0.002, 0.003], [0.011, 0.043, 0.076], [0.042, 0.039, -0.050], [-0.037, -0.004, -0.038], [0.361, -0.366, -0.696], [-0.012, -0.009, 0.024], [0.003, 0.010, 0.000], [0.277, -0.141, -0.230], [0.061, 0.026, -0.103], [-0.035, -0.022, -0.045], [-0.001, 0.014, -0.002], [0.018, -0.005, -0.003], [-0.012, 0.071, 0.035], [0.025, -0.040, 0.017], [0.007, 0.021, 0.004], [0.083, -0.084, 0.269], [-0.024, -0.003, -0.009], [-0.273, -0.035, 0.172], [0.060, -0.071, 0.224], [-0.009, -0.023, -0.006], [-0.051, 0.012, -0.091], [-0.004, 0.007, -0.001], [-0.006, -0.007, 0.019], [0.022, 0.016, 0.050], [0.005, -0.006, -0.010], [-0.090, 0.029, 0.040], [-0.006, -0.017, -0.021], [-0.012, 0.009, -0.013], [0.026, 0.010, 0.001], [0.001, 0.001, -0.003], [-0.011, 0.001, -0.004], [0.036, 0.094, -0.050], [0.006, 0.020, 0.031], [0.006, 0.008, -0.002], [-0.012, -0.017, -0.093], [0.014, 0.004, 0.006], [-0.043, -0.036, 0.029], [0.017, -0.018, 0.096], [0.006, -0.005, 0.058], [0.049, -0.097, -0.194], [-0.094, -0.003, -0.085], [0.430, -0.381, 1.379], [0.022, -0.053, 0.011], [0.004, -0.006, -0.006], [0.065, -0.003, 0.019], [0.020, -0.002, -0.022], [0.102, -0.006, 0.015], [0.051, -0.051, -0.017], [-0.214, 0.274, -0.224], [-0.014, 0.019, 0.009], [0.009, 0.001, -0.014], [-0.070, 0.191, -0.229], [-0.006, -0.019, -0.038], [-0.026, -0.019, 0.002], [-0.014, 0.008, -0.038], [-0.352, -0.491, 0.204], [0.191, 0.303, -1.093], [0.058, 0.008, 0.015], [-0.023, -0.011, -0.028], [-0.096, 0.076, -0.105], [-0.097, -0.048, -0.027], [-0.074, -0.112, -0.091], [0.062, 0.048, -0.010], [0.001, -0.001, -0.004], [0.044, -0.019, -0.001], [0.007, 0.007, 0.025], [0.006, 0.006, -0.013], [-0.288, 0.003, 0.107], [0.136, 0.005, 0.202], [0.020, 0.038, -0.024], [0.094, -0.047, 0.133], [0.275, -1.067, 0.246], [0.170, 0.094, 0.024], [0.208, 0.013, -0.048], [0.003, -0.001, 0.001], [0.014, -0.011, -0.001], [-0.002, -0.006, 0.008], [0.052, 0.023, 0.144], [-0.014, -0.010, -0.008], [-0.119, -0.011, -0.084]]
}